1.
Entry from OMol25: a structure of composition C36H29F10InN7OS2 (wB97M-V/def2-TZVPD).

XYZ file:
```
86
Properties=species:S:1:pos:R:3:mulliken_charge:R:1
In -0.08 -0.13 0.50 1.295
C -0.80 -1.51 3.96 -1.422
N 0.27 -1.09 3.06 0.940
C 1.12 -2.23 2.76 -1.236
C 2.31 -1.87 1.92 -1.313
N 1.97 -1.09 0.73 0.643
C 2.99 -0.98 -0.16 -1.125
C 4.31 -1.29 -0.06 0.713
F 4.93 -1.67 1.10 -0.376
C 5.26 -1.17 -1.16 0.265
F 6.52 -1.49 -0.86 -0.333
C 4.98 -0.73 -2.37 -0.736
F 5.92 -0.60 -3.34 -0.375
C 3.63 -0.31 -2.72 1.745
F 3.18 -1.01 -3.83 -0.452
C 2.62 -0.39 -1.51 0.437
F 1.45 -0.98 -1.95 -0.323
C 0.94 0.10 3.57 -0.665
C 0.13 1.33 3.18 -1.346
N 0.20 1.68 1.76 0.166
C 1.05 2.71 1.42 0.243
C 0.68 3.61 0.40 -0.481
F -0.51 3.47 -0.20 -0.307
C 1.46 4.66 -0.02 0.419
F 1.05 5.44 -1.03 -0.377
C 2.67 4.92 0.59 0.662
F 3.44 5.94 0.19 -0.351
C 3.06 4.11 1.63 0.110
F 4.23 4.34 2.24 -0.350
C 2.27 3.04 2.02 0.594
F 2.77 2.27 3.01 -0.417
H -0.37 -1.88 4.91 0.333
H -1.38 -2.32 3.51 0.309
H -1.48 -0.70 4.16 0.345
H 0.50 -2.96 2.23 0.153
H 1.48 -2.72 3.68 0.468
H 2.76 -2.82 1.62 0.734
H 3.05 -1.36 2.53 0.440
H 1.93 0.19 3.12 0.321
H 1.08 0.05 4.66 0.443
H 0.42 2.19 3.80 0.503
H -0.92 1.12 3.40 0.398
S -2.46 -0.47 1.51 -0.380
C -3.13 0.89 0.64 0.711
C -4.08 1.72 1.26 -1.043
C -4.67 2.78 0.59 0.590
C -5.66 3.59 1.28 -0.277
N -6.44 4.22 1.84 -0.596
C -4.31 3.05 -0.74 0.572
C -3.35 2.26 -1.35 -1.023
C -2.75 1.19 -0.69 0.415
S -1.55 0.22 -1.54 -0.709
C -4.93 4.13 -1.47 -0.230
N -5.42 4.98 -2.07 -0.592
H -4.35 1.52 2.29 0.546
H -3.05 2.49 -2.36 0.494
C 2.62 1.67 -4.04 -0.984
C 3.38 1.23 -2.83 -0.482
C 2.51 1.15 -1.54 0.146
N 1.12 1.54 -1.57 0.184
C 0.60 1.86 -2.68 0.265
C 1.33 1.94 -3.97 -1.143
H 3.17 1.78 -4.97 0.440
H 4.31 1.78 -2.72 0.542
H 2.98 1.59 -0.65 -0.041
H -0.46 2.09 -2.67 0.372
H 0.77 2.27 -4.84 0.465
O -0.32 -2.56 -0.38 -0.125
C -1.01 -3.56 -0.36 -0.588
C -1.96 -3.93 0.75 1.028
C -3.40 -3.92 0.17 -1.099
C -3.62 -2.98 -1.04 0.667
C -3.23 -3.53 -2.42 -0.941
C -1.72 -3.64 -2.64 -0.163
N -1.12 -4.35 -1.50 -0.156
H -1.86 -3.19 1.53 -1.113
H -1.70 -4.91 1.15 0.588
H -4.07 -3.62 0.97 0.467
H -3.70 -4.94 -0.12 0.376
H -3.10 -2.03 -0.86 -0.662
H -4.69 -2.73 -1.07 0.389
H -3.66 -2.89 -3.20 0.427
H -3.67 -4.53 -2.55 0.291
H -1.27 -2.65 -2.69 -0.117
H -1.49 -4.16 -3.57 0.425
H -1.63 -5.20 -1.31 0.370
```

Summary:
Gap between HOMO and LUMO = 0.262 Eh
Energy relative to the best compared isomer or geometry (same formula, charge and spin) = 57.92 kcal per mole
Net charge = -1
HOMO = -4.99 eV
DFT total energy = -104300.304 eV
LUMO energy = 2.15 eV

=====

2.
Entry from OMol25: a structure of composition C36H29N3O6PdS3 at a distorted geometry (wB97M-V/def2-TZVPD).

XYZ file:
```
78
Properties=species:S:1:pos:R:3:mulliken_spin:R:1
Pd 1.21 0.40 -0.38 1.496
O 3.73 -1.13 -0.16 0.021
S 4.47 0.00 0.30 -0.014
O 5.50 0.52 -0.54 0.014
N 3.23 1.16 0.39 0.404
C 3.48 2.46 0.22 0.105
C 4.67 3.18 0.57 0.221
C 4.76 4.55 0.42 -0.030
C 3.70 5.31 -0.03 0.293
C 2.48 4.64 -0.43 -0.022
C 1.38 5.34 -0.93 0.032
C 0.27 4.63 -1.35 -0.016
C 0.26 3.24 -1.25 0.010
N 1.28 2.58 -0.73 0.087
C 2.38 3.25 -0.37 0.044
C 5.05 -0.35 1.94 0.015
C 6.41 -0.58 2.05 0.003
C 6.91 -1.21 3.20 -0.001
C 6.07 -1.54 4.26 0.002
C 4.70 -1.26 4.13 -0.001
C 4.20 -0.70 2.96 -0.005
H 5.51 2.64 1.01 0.002
H 5.65 5.04 0.71 0.005
H 3.70 6.41 -0.03 0.001
H 1.40 6.41 -0.98 0.003
H -0.58 5.13 -1.78 0.000
H -0.61 2.67 -1.56 0.004
H 7.07 -0.37 1.21 0.000
H 7.96 -1.37 3.21 0.000
H 6.45 -1.95 5.17 0.000
H 4.02 -1.56 4.91 0.000
H 3.13 -0.55 2.80 -0.007
O -1.07 0.75 -0.36 0.074
S -2.18 0.31 0.53 0.144
C -2.92 -1.20 -0.33 0.036
C -3.46 -0.81 -1.62 0.221
C -4.87 -0.74 -1.85 0.100
C -5.33 -0.47 -3.11 0.034
C -4.40 -0.23 -4.13 0.234
C -3.01 -0.25 -3.91 0.058
C -2.55 -0.49 -2.64 0.044
C -3.41 1.60 0.30 0.008
C -4.78 1.28 0.84 0.028
C -4.91 0.70 2.09 0.001
C -6.15 0.55 2.68 0.004
C -7.32 0.93 2.02 0.001
C -7.20 1.46 0.74 0.001
C -5.95 1.67 0.16 -0.009
H -3.62 -1.63 0.38 0.008
H -1.99 -1.82 -0.37 0.006
H -5.54 -0.95 -1.04 0.001
H -6.40 -0.41 -3.30 0.004
H -4.72 -0.05 -5.13 0.003
H -2.31 -0.03 -4.71 0.002
H -1.50 -0.40 -2.42 0.009
H -3.43 1.82 -0.78 0.002
H -2.94 2.44 0.76 0.002
H -4.06 0.35 2.67 0.000
H -6.18 0.05 3.64 0.000
H -8.29 0.80 2.47 0.000
H -8.05 1.82 0.15 0.000
H -5.83 2.14 -0.81 -0.002
O 1.78 -2.87 2.05 0.000
S 0.66 -2.93 1.19 0.005
O -0.65 -3.01 1.80 0.005
N 0.71 -1.65 0.12 0.083
C 0.87 -2.01 -1.15 0.010
O 0.90 -1.10 -2.02 0.189
C 0.95 -3.50 -1.33 0.018
C 1.16 -4.27 -2.46 0.002
C 1.14 -5.66 -2.34 0.000
C 0.97 -6.28 -1.09 0.000
C 0.82 -5.50 0.07 0.000
C 0.83 -4.14 -0.09 0.006
H 1.36 -3.79 -3.41 0.001
H 1.33 -6.24 -3.21 0.000
H 0.98 -7.36 -1.05 0.000
H 0.72 -5.93 1.05 0.000
```

Summary:
Gap between HOMO and LUMO (alpha / beta) = 0.284 / 0.133 Eh
Multiplicity = 5
Net charge = +2
HOMO (alpha / beta) = -13.49 / -13.49 eV
DFT total energy = -90524.461 eV
LUMO energy (alpha / beta) = -5.77 / -9.86 eV
<S²> = 6.07

=====

3.
Entry from OMol25: a structure of composition C36H30BN2O8Zr at a distorted geometry (wB97M-V/def2-TZVPD).

XYZ file:
```
78
Properties=species:S:1:pos:R:3:mulliken_charge:R:1
Zr -0.25 -1.72 -0.38 0.638
O -1.34 -0.78 -1.66 -0.449
C -1.16 0.47 -2.23 1.680
C 0.07 0.39 -3.17 -1.942
C 1.39 0.38 -2.45 -0.008
C 2.50 0.96 -3.04 -0.732
C 3.71 0.94 -2.37 -1.206
C 3.76 0.39 -1.10 -0.309
C 2.62 -0.18 -0.56 0.380
C 2.65 -0.79 0.81 -2.881
C 1.46 -0.35 1.72 2.407
O 0.25 -0.47 1.04 -0.320
C 1.63 1.09 2.23 -0.053
C 2.65 1.95 1.86 -0.170
C 2.76 3.21 2.43 -0.912
C 1.84 3.63 3.37 -0.509
C 0.81 2.78 3.75 -0.789
C 0.70 1.53 3.18 -0.127
C 1.53 -1.25 2.98 0.599
C 0.51 -2.15 3.28 -0.412
C 0.59 -2.95 4.41 -0.890
C 1.68 -2.85 5.26 -0.537
C 2.69 -1.95 4.97 -0.893
C 2.62 -1.16 3.84 -0.421
N 1.46 -0.21 -1.25 1.781
C -2.39 0.85 -3.08 -0.614
C -2.49 2.09 -3.71 -0.176
C -3.59 2.39 -4.49 -1.057
C -4.61 1.46 -4.65 -0.455
C -4.52 0.23 -4.02 -0.984
C -3.41 -0.08 -3.24 -0.250
C -1.07 1.59 -1.18 0.509
C -2.00 1.55 -0.14 -0.161
C -2.12 2.62 0.74 -0.847
C -1.30 3.73 0.61 -0.641
C -0.35 3.76 -0.40 -0.833
C -0.25 2.70 -1.30 0.141
H 0.06 1.20 -3.90 0.554
H -0.05 -0.55 -3.71 0.714
H 2.42 1.42 -4.02 0.529
H 4.60 1.37 -2.82 0.393
H 4.69 0.36 -0.54 0.590
H 3.60 -0.57 1.30 0.864
H 2.58 -1.88 0.74 0.564
H 3.40 1.65 1.14 0.272
H 3.57 3.87 2.13 0.432
H 1.92 4.62 3.82 0.392
H 0.08 3.10 4.49 0.411
H -0.10 0.86 3.46 0.397
H -0.35 -2.21 2.63 0.508
H -0.21 -3.65 4.62 0.464
H 1.74 -3.47 6.15 0.372
H 3.54 -1.86 5.64 0.415
H 3.41 -0.44 3.63 0.319
H -1.71 2.83 -3.57 0.366
H -3.66 3.36 -4.97 0.400
H -5.47 1.70 -5.26 0.367
H -5.32 -0.49 -4.13 0.457
H -3.33 -1.03 -2.73 0.474
H -2.66 0.70 -0.05 0.396
H -2.86 2.58 1.53 0.428
H -1.38 4.56 1.29 0.408
H 0.31 4.61 -0.50 0.400
H 0.47 2.77 -2.10 0.397
O -1.32 -5.53 -0.66 -0.632
C -0.75 -4.48 -0.63 0.697
O -0.75 -3.47 -1.42 -0.628
C 2.03 -3.58 -1.22 0.910
O 2.67 -4.55 -1.06 -0.567
O 1.72 -2.64 -1.92 -0.453
B -4.31 -3.06 -0.25 0.471
C -2.98 -2.54 0.34 0.126
N -1.98 -2.18 0.82 -0.528
H -4.00 -4.02 -0.93 -0.139
H -5.01 -3.38 0.68 -0.166
H -4.80 -2.17 -0.91 -0.199
O 0.13 -4.32 0.50 -0.259
O 1.04 -3.22 0.32 -0.472
```

Summary:
Gap between HOMO and LUMO = 0.325 Eh
Energy relative to the best compared isomer or geometry (same formula, charge and spin) = 0.00 kcal per mole
Net charge = -1
HOMO = -6.61 eV
DFT total energy = -59142.151 eV
LUMO energy = 2.23 eV

=====

4.
Entry from OMol25: a structure of composition C36H30EuN7O4S3 at a distorted geometry (wB97M-V/def2-TZVPD).

XYZ file:
```
81
Properties=species:S:1:pos:R:3:mulliken_spin:R:1
Eu -0.67 -0.69 0.38 6.073
O -1.24 -1.36 2.55 -0.005
C -0.76 -0.85 3.64 -0.001
C -1.61 -0.53 4.72 -0.003
C -1.14 0.04 5.90 0.000
C 0.22 0.31 6.06 0.000
C 1.08 -0.02 5.03 0.001
C 0.64 -0.60 3.83 0.005
C 1.62 -0.93 2.82 -0.007
N 1.30 -1.33 1.63 -0.009
N 2.34 -1.68 0.80 0.002
C 1.89 -2.04 -0.37 -0.001
O 0.64 -2.11 -0.74 -0.008
C 2.95 -2.38 -1.37 0.000
C 4.26 -2.66 -0.99 0.000
C 5.23 -2.95 -1.94 0.000
C 4.90 -2.97 -3.29 0.000
C 3.59 -2.69 -3.68 0.000
C 2.62 -2.42 -2.73 -0.001
H -2.66 -0.76 4.60 0.000
H -1.84 0.28 6.69 0.000
H 0.59 0.76 6.97 0.000
H 2.15 0.17 5.14 0.000
H 2.68 -0.84 3.07 0.000
H 4.50 -2.63 0.07 0.000
H 6.24 -3.17 -1.63 0.000
H 5.66 -3.18 -4.04 0.000
H 3.33 -2.68 -4.73 0.000
H 1.60 -2.20 -3.01 0.000
S -3.00 -2.16 -0.30 -0.012
C -3.19 -1.65 -1.95 -0.002
C -3.66 -2.58 -2.89 0.001
C -3.91 -2.25 -4.21 0.000
C -4.43 -3.25 -5.12 0.000
N -4.85 -4.06 -5.82 0.000
C -3.66 -0.93 -4.65 -0.001
C -3.17 0.00 -3.74 0.002
C -2.92 -0.32 -2.39 0.002
S -2.35 0.92 -1.33 -0.009
C -3.92 -0.54 -6.01 0.000
N -4.12 -0.21 -7.10 0.000
H -3.86 -3.59 -2.56 0.000
H -2.98 1.01 -4.08 0.000
C -4.93 2.06 3.26 0.000
C -4.57 0.70 2.70 0.000
N -3.31 0.80 2.01 0.002
C -2.26 1.60 2.37 -0.009
N -1.11 1.43 1.79 -0.012
C -0.01 2.34 2.13 0.002
C -0.49 3.67 2.68 0.000
C -1.46 3.39 3.80 0.000
N -2.55 2.60 3.27 0.000
C -3.75 2.54 4.09 0.000
H -5.83 2.01 3.87 0.000
H -5.10 2.76 2.44 0.000
H -5.32 0.35 1.99 0.000
H -4.53 -0.03 3.52 0.000
H -3.10 0.05 1.38 0.000
H 0.61 2.49 1.25 -0.002
H 0.63 1.86 2.88 -0.002
H -1.00 4.23 1.89 0.000
H 0.36 4.27 3.03 0.000
H -1.88 4.31 4.21 0.000
H -0.95 2.86 4.62 0.000
H -3.93 3.55 4.48 0.000
H -3.60 1.87 4.95 0.000
O 6.45 -0.23 -4.85 0.000
C 5.29 0.41 -5.18 0.000
O 5.13 0.73 -6.33 0.000
C 4.33 0.65 -4.08 -0.001
C 4.64 0.49 -2.73 0.000
C 3.70 0.67 -1.74 0.000
C 2.38 1.02 -2.06 -0.002
S 1.18 1.22 -0.82 -0.003
C 2.07 1.20 -3.42 -0.001
C 3.02 1.03 -4.41 0.000
H 6.37 -0.53 -3.93 0.000
H 5.64 0.19 -2.42 0.000
H 3.95 0.50 -0.70 0.000
H 1.04 1.45 -3.68 0.000
H 2.77 1.15 -5.45 0.000
```

Summary:
Gap between HOMO and LUMO (alpha / beta) = 0.217 / 0.218 Eh
Multiplicity = 7
Net charge = -2
HOMO (alpha / beta) = -1.97 / -1.98 eV
DFT total energy = -108281.838 eV
LUMO energy (alpha / beta) = 3.94 / 3.94 eV
<S²> = 12.01

=====

5.
Entry from OMol25: a structure of composition C36H30GeNOsS4 at a distorted geometry (wB97M-V/def2-TZVPD).

XYZ file:
```
73
Properties=species:S:1:pos:R:3:mulliken_spin:R:1
Os 1.17 0.49 0.49 0.350
S 1.26 1.32 -1.54 -0.035
C 0.49 2.90 -1.46 -0.004
C 0.11 3.50 -2.65 -0.009
C -0.55 4.73 -2.61 0.003
C -0.80 5.36 -1.40 -0.008
C -0.37 4.79 -0.21 -0.002
C 0.26 3.56 -0.25 0.007
S 1.05 2.80 1.13 0.008
C -0.14 2.63 2.48 0.002
C 0.41 1.51 3.33 -0.015
C 0.27 1.50 4.70 0.004
C 0.95 0.54 5.45 -0.003
C 1.82 -0.32 4.80 0.002
C 1.91 -0.26 3.42 0.002
C 2.90 -1.06 2.64 0.028
S 3.47 -0.05 1.21 0.032
C 3.91 -1.34 0.08 0.055
C 5.24 -1.65 -0.16 -0.013
C 5.53 -2.72 -1.00 0.059
C 4.51 -3.47 -1.57 -0.030
C 3.18 -3.15 -1.30 0.067
C 2.87 -2.06 -0.49 -0.017
S 1.20 -1.63 -0.20 0.429
N 1.15 0.58 2.70 0.021
H 0.30 3.01 -3.60 -0.002
H -0.87 5.19 -3.54 0.000
H -1.31 6.31 -1.39 0.000
H -0.51 5.31 0.73 0.000
H -1.13 2.39 2.07 -0.003
H -0.19 3.55 3.05 -0.002
H -0.33 2.26 5.19 0.000
H 0.85 0.51 6.52 0.000
H 2.44 -1.01 5.35 0.000
H 2.46 -1.97 2.23 -0.007
H 3.76 -1.33 3.26 -0.001
H 6.04 -1.08 0.30 0.000
H 6.56 -2.96 -1.21 0.002
H 4.74 -4.30 -2.22 0.000
H 2.37 -3.73 -1.74 0.005
C -2.70 0.94 1.66 0.000
Ge -1.46 0.00 0.45 0.036
C -1.71 -1.85 1.03 -0.001
C -1.00 -2.42 2.09 0.000
C -1.31 -3.70 2.53 -0.005
C -2.33 -4.42 1.93 -0.001
C -3.05 -3.86 0.88 0.004
C -2.74 -2.58 0.44 0.009
C -2.05 0.48 -1.36 0.011
C -2.82 1.63 -1.46 0.011
C -3.21 2.16 -2.70 -0.004
C -2.76 1.58 -3.86 0.006
C -1.95 0.42 -3.81 -0.006
C -1.49 -0.18 -5.01 0.007
C -0.76 -1.34 -4.98 -0.004
C -0.49 -1.96 -3.75 0.009
C -0.92 -1.39 -2.57 0.021
C -1.63 -0.17 -2.57 -0.016
H -3.66 0.49 1.37 0.002
H -2.80 2.01 1.54 -0.001
H -2.52 0.69 2.70 -0.001
H -0.21 -1.87 2.58 0.011
H -0.76 -4.13 3.36 0.000
H -2.57 -5.42 2.27 0.000
H -3.85 -4.42 0.41 0.000
H -3.31 -2.15 -0.39 0.000
H -3.15 2.15 -0.57 0.001
H -3.86 3.03 -2.73 0.000
H -3.02 1.98 -4.83 0.000
H -1.75 0.29 -5.95 0.000
H -0.41 -1.80 -5.90 0.000
H 0.02 -2.92 -3.74 -0.001
H -0.77 -1.91 -1.63 -0.012
```

Summary:
Gap between HOMO and LUMO (alpha / beta) = 0.178 / 0.178 Eh
Multiplicity = 2
Net charge = +2
HOMO (alpha / beta) = -12.81 / -12.82 eV
DFT total energy = -141620.670 eV
LUMO energy (alpha / beta) = -7.97 / -7.98 eV
<S²> = 0.81

=====

6.
Entry from OMol25: a cluster of 5 separate species, C36H30N4O11 in total at a distorted geometry (wB97M-V/def2-TZVPD).

XYZ file:
```
81
Properties=species:S:1:pos:R:3:mulliken_charge:R:1
C -4.33 7.77 3.51 -1.388
C -3.54 6.55 3.08 0.974
C -3.48 6.25 1.71 -0.773
C -2.74 5.15 1.30 -0.260
C -2.07 4.34 2.22 0.556
C -1.27 3.17 1.67 -1.012
C -0.18 3.72 0.77 0.602
C 0.80 4.49 1.23 -0.447
C 1.64 4.86 0.05 0.347
O 2.46 5.72 0.00 -0.491
O 1.25 4.07 -0.99 -0.226
C 0.01 3.52 -0.69 0.239
O -0.70 3.04 -1.51 -0.482
C -2.14 4.63 3.57 -0.625
C -2.88 5.74 3.98 -0.654
H -4.01 8.65 2.97 0.339
H -4.19 7.92 4.58 0.346
H -5.38 7.61 3.26 0.318
H -3.98 6.85 0.97 0.388
H -2.67 4.94 0.24 0.365
H -1.97 2.56 1.10 0.139
H -0.78 2.63 2.46 0.426
H 0.93 4.78 2.26 0.594
H -1.62 4.02 4.29 0.369
H -2.96 6.01 5.03 0.300
C -1.65 -0.62 -2.65 -0.779
C -2.41 0.34 -2.01 -0.225
C -3.68 0.02 -1.54 -0.615
C -4.15 -1.26 -1.72 0.155
C -3.41 -2.23 -2.36 -0.565
C -2.14 -1.90 -2.83 -0.197
N -5.49 -1.61 -1.20 1.026
O -6.13 -0.73 -0.66 -0.618
O -5.87 -2.76 -1.35 -0.613
H -0.66 -0.37 -3.01 0.456
H -2.03 1.34 -1.87 0.603
H -4.28 0.77 -1.04 0.494
H -3.79 -3.23 -2.50 0.490
H -1.54 -2.65 -3.33 0.438
C 1.55 -6.50 -0.07 -0.117
C 2.10 -5.37 -0.65 -0.679
C 1.52 -4.80 -1.77 -0.326
C 0.37 -5.38 -2.29 0.068
C -0.19 -6.51 -1.73 -0.407
C 0.40 -7.07 -0.61 -0.462
N -0.27 -4.76 -3.46 1.022
O 0.26 -3.78 -3.95 -0.623
O -1.29 -5.27 -3.87 -0.599
H 2.01 -6.95 0.82 0.390
H 3.00 -4.93 -0.23 0.375
H 1.95 -3.92 -2.22 0.466
H -1.09 -6.94 -2.15 0.470
H -0.03 -7.95 -0.16 0.402
C 3.95 6.18 -2.79 -0.325
C 2.90 5.58 -3.48 -0.135
C 2.93 5.50 -4.87 -0.508
C 4.02 6.01 -5.54 0.018
C 5.07 6.61 -4.88 -0.427
C 5.03 6.69 -3.50 -0.459
N 4.07 5.91 -7.01 1.007
O 3.12 5.39 -7.57 -0.605
O 5.05 6.34 -7.58 -0.612
H 3.93 6.24 -1.72 0.470
H 2.06 5.18 -2.94 0.317
H 2.11 5.04 -5.40 0.450
H 5.92 7.01 -5.42 0.452
H 5.85 7.16 -2.96 0.378
C 1.77 -8.33 6.82 -0.407
C 0.72 -8.98 6.18 -0.445
C 0.71 -9.09 4.80 -0.343
C 1.76 -8.55 4.08 0.193
C 2.81 -7.90 4.69 -0.291
C 2.81 -7.79 6.08 -0.514
N 1.76 -8.69 2.62 1.091
O 0.82 -9.25 2.10 -0.597
O 2.71 -8.24 2.00 -0.676
H 1.78 -8.25 7.90 0.377
H -0.09 -9.40 6.76 0.372
H -0.11 -9.59 4.30 0.441
H 3.62 -7.49 4.11 0.435
H 3.63 -7.28 6.57 0.371
```

Summary:
Gap between HOMO and LUMO = 0.302 Eh
HOMO = -9.41 eV
Structure (SMILES) = Cc1ccc(CC2=CC(=O)OC2=O)cc1.O=[N+]([O-])c1ccccc1.O=[N+]([O-])c1ccccc1.O=[N+]([O-])c1ccccc1.O=[N+]([O-])c1ccccc1
DFT total energy = -66290.680 eV
LUMO energy = -1.20 eV